Record 1
Here is C11H18N2O3S in the gas phase from the OMol25 dataset. Energies are from the ωB97M-V functional and the def2-TZVPD basis.

Structure (XYZ):
```
35
Properties=species:S:1:pos:R:3:forces:R:3:lowdin_charge:R:1
O 0.95568 -2.32395 -3.03403 1.2 0.0 1.1 0.08
O -0.37433 1.58899 -0.99313 0.7 -1.5 -0.5 0.05
O 1.37564 -2.09390 2.23582 0.2 -1.5 0.9 -0.53
C 0.15024 -1.50672 -2.63682 -0.4 -0.7 -2.1 -0.42
C -0.50447 0.57725 -1.69325 -0.4 2.6 1.0 -0.42
C -1.17108 -1.58053 -3.24994 -1.2 1.3 1.0 0.04
C -2.08798 -0.58736 -3.13986 1.2 -1.2 -0.4 -0.27
N -1.66729 0.54959 -2.46632 -0.3 -1.1 -0.1 0.16
N 0.43853 -0.44305 -1.78955 -1.2 0.6 -0.3 0.06
S 0.93376 -1.11470 1.24241 -0.1 1.0 -0.1 0.90
C -3.43769 -0.67832 -3.80199 0.6 0.7 0.5 -0.01
C 1.17388 1.89135 4.03564 1.2 -0.3 1.6 -0.10
C -0.90724 0.97791 3.05792 -0.1 0.9 -0.1 -0.08
C 1.78921 -0.28196 -1.25724 0.8 0.6 0.0 -0.18
C 2.12297 -1.25412 -0.14568 0.7 0.2 0.3 -0.30
C 1.38533 0.45827 2.07383 0.4 0.0 -0.6 -0.31
C 0.55679 0.70775 3.34715 0.0 -0.1 -0.5 -0.49
H -1.39950 -2.46278 -3.79698 0.0 -0.5 -0.2 0.11
H -2.31188 1.31141 -2.29041 0.4 -0.1 0.1 0.16
H -4.20119 -0.42000 -3.07380 -0.3 0.2 -0.1 0.08
H -3.43488 0.03148 -4.63252 -0.4 -0.1 0.0 0.09
H -3.64630 -1.68172 -4.15694 0.2 0.0 -0.1 0.08
H 1.15571 2.75990 3.42573 0.1 0.8 -0.8 0.07
H 0.62977 2.17679 4.93792 -0.1 -0.2 0.1 0.08
H 2.23067 1.69798 4.36628 -0.9 0.2 -0.4 0.10
H -1.38809 0.06338 2.78215 -0.6 -0.6 -0.1 0.06
H -1.40458 1.41618 3.94912 0.2 -0.3 -0.6 0.09
H -1.01889 1.67192 2.20401 0.0 -0.1 0.4 0.09
H 2.49072 -0.35264 -2.10066 -0.2 -0.4 0.2 0.14
H 1.98372 0.72419 -0.85122 -0.9 -0.2 -0.4 0.12
H 2.09054 -2.30256 -0.46225 -0.3 0.2 0.1 0.09
H 3.15999 -1.06202 0.21463 -0.7 -0.1 -0.1 0.11
H 2.45410 0.43015 2.34671 -0.3 -0.4 -0.2 0.10
H 1.27422 1.27776 1.36118 -0.3 0.1 0.0 0.09
H 0.60388 -0.16593 3.99214 0.3 -0.2 0.0 0.13
```
Forces are in eV/Å.

Summary:
**Total charge**: 0
**Electronic energy**: -1163.37955 a.u.
**HOMO-LUMO gap**: 9.16 eV
**HOMO**: -8.642 eV
**Molar mass**: 258.34 g mol⁻¹
**Relative energy (zero: lowest compared OMol25 entry of this formula, charge and spin)**: 0.000 eV

Record 2
Here is C11H18N2S in the gas phase from the OMol25 dataset. Energies are from the ωB97M-V functional and the def2-TZVPD basis.

Structure (XYZ):
```
32
Properties=species:S:1:pos:R:3:forces:R:3:lowdin_charge:R:1
C -0.01688 2.22068 -0.99380 2.2 -2.2 -1.2 -0.04
C -0.12425 1.16002 0.12177 -2.0 -1.0 -0.4 -0.45
C -0.01676 1.91154 1.37151 -1.8 1.2 3.5 -0.10
C -1.53550 0.35397 0.20333 -0.6 2.1 -0.3 -0.25
C -1.75826 -0.32066 -1.14384 1.8 -0.8 0.6 -0.11
C -0.68957 -1.52466 -1.08227 -1.2 1.1 -0.1 -0.13
C 0.03383 -1.30996 0.27834 -2.5 -1.0 1.6 -0.45
C 0.64176 -2.61425 0.87208 -0.8 1.8 -1.1 -0.02
C -1.24913 -0.77373 1.18473 2.1 0.3 -0.2 -0.06
C 0.87285 -0.04633 0.16064 -0.1 -0.1 -2.5 -0.53
N 1.81322 0.11967 1.22172 -1.9 -1.3 0.8 0.04
N 2.95280 0.24809 0.91572 3.4 1.3 1.0 0.00
C 3.29830 0.41985 -0.48792 -1.4 -1.7 0.2 -0.46
S 1.94460 -0.30010 -1.39167 -0.5 0.5 0.1 0.96
H 0.94870 2.77672 -0.98202 -0.5 -0.4 0.4 0.10
H -0.79396 2.89708 -0.88768 -1.6 1.4 0.2 0.06
H -0.02752 1.78595 -2.01362 -0.2 0.2 0.6 0.07
H -0.09976 1.29810 2.32558 -0.1 0.7 -1.3 0.10
H -0.71605 2.81479 1.49096 0.6 -1.5 -0.5 0.13
H 0.92754 2.33381 1.45073 2.0 1.0 0.2 0.05
H -2.38160 1.06645 0.50260 1.2 -0.9 -0.4 0.16
H -1.46547 0.26434 -1.97203 0.2 1.1 -0.8 0.08
H -2.78300 -0.55155 -1.32866 -0.7 -0.9 0.1 0.10
H -1.25766 -2.42238 -1.31345 0.2 -0.6 1.1 0.11
H 0.04420 -1.51812 -1.88347 -0.1 0.4 -0.2 0.04
H 0.94464 -2.28559 1.88800 0.3 -1.1 -0.6 0.09
H 1.40030 -2.98522 0.14344 -0.2 0.1 1.1 0.09
H -0.25327 -3.26353 0.84894 0.8 -0.2 0.5 0.08
H -1.05626 -0.42821 2.25557 0.1 -0.6 -1.6 0.13
H -1.97110 -1.57089 1.23333 -0.5 -0.2 -0.2 0.11
H 3.43138 1.44196 -0.67348 0.5 1.5 -0.2 0.06
H 4.15306 -0.17290 -0.64042 1.3 -0.3 -0.4 0.05
```
Forces are in eV/Å.

Summary:
**Total charge**: 0
**Electronic energy**: -937.55344 a.u.
**HOMO-LUMO gap**: 9.55 eV
**HOMO**: -8.852 eV
**SMILES**: CC1(C)[C@H]2CC[C@](C)(C2)[C@]12N=NCS2
**Molar mass**: 210.35 g mol⁻¹
**Relative energy (zero: lowest compared OMol25 entry of this formula, charge and spin)**: 1.712 eV

Record 3
Here is a gas-phase ion, C11H18N3O (charge +1) from the OMol25 dataset. Energies are from the ωB97M-V functional and the def2-TZVPD basis.

Structure (XYZ):
```
33
Properties=species:S:1:pos:R:3:forces:R:3:lowdin_charge:R:1
C 2.97973 -1.48177 -0.15931 -0.4 -0.3 0.0 -0.07
C 2.86134 -0.18618 -0.29760 -0.4 2.1 0.7 0.01
C 0.61906 -1.64777 0.44697 2.9 1.2 1.3 0.05
C 0.48425 -0.34419 0.40137 2.4 0.4 -0.5 -0.21
C 2.01282 -2.24476 0.71784 -1.3 2.3 -2.4 -0.08
C 1.72524 0.49405 0.60207 1.7 -1.1 -0.1 -0.16
C 0.07183 0.94139 -2.52825 1.2 0.4 -0.2 -0.05
C -3.06256 0.99612 0.18966 1.4 -3.5 1.2 0.00
C -1.73086 -0.09065 2.10168 -3.1 3.0 -0.4 -0.02
C -0.87628 0.09742 -1.63584 2.4 -0.2 -0.8 -0.11
C -1.92259 0.00122 0.59858 -1.4 -2.2 -1.3 -0.28
N -0.55375 1.74262 0.04589 3.5 1.3 1.2 0.23
N 1.45936 1.87938 0.35664 -5.3 0.0 -2.8 -0.03
N -0.61046 0.37393 -0.15599 -2.4 0.3 -0.2 -0.29
O 1.93111 2.92400 0.53733 1.1 -0.3 0.8 0.20
H 3.70540 -2.04325 -0.69561 0.6 -0.2 -0.3 0.12
H 3.48051 0.49242 -0.88779 -0.1 -0.4 0.2 0.13
H -0.19540 -2.22750 0.39148 -2.8 -2.4 -0.6 0.09
H 2.04648 -3.25858 0.50110 -0.1 -1.9 -0.1 0.10
H 2.33507 -2.03922 1.67698 0.4 0.1 2.5 0.11
H 2.05613 0.50753 1.63061 0.3 -0.6 0.6 0.17
H 0.34843 1.96964 -2.07820 -0.4 -2.0 -0.5 0.10
H 0.96326 0.36350 -2.86600 -0.2 0.5 0.9 0.08
H -0.32741 1.20224 -3.51281 -0.7 -0.2 0.3 0.08
H -2.60503 1.89743 0.31330 0.1 3.0 0.5 0.04
H -3.41994 0.82278 -0.78019 -0.6 -0.1 -1.2 0.07
H -3.74895 0.68194 0.93587 -1.3 0.6 0.4 0.09
H -2.27002 0.77200 2.62625 0.5 -1.1 -0.8 0.13
H -0.78940 0.02657 2.42904 3.6 0.4 0.8 0.03
H -2.07040 -0.95572 2.56776 -0.9 -1.8 0.3 0.08
H -0.84570 -0.99261 -1.77170 0.5 0.3 -0.1 0.14
H -1.85075 0.36581 -1.85426 -1.9 0.8 0.1 0.08
H -2.20050 -1.03975 0.15313 0.7 1.6 0.8 0.18
```
Forces are in eV/Å.

Summary:
**Total charge**: +1
**Electronic energy**: -668.85506 a.u.
**HOMO-LUMO gap (spin up / spin down)**: 7.21 / 8.96 eV
**HOMO (spin up / spin down)**: -12.401 / -13.373 eV
**Molar mass**: 208.28 g mol⁻¹
**Relative energy (zero: lowest compared OMol25 entry of this formula, charge and spin)**: 8.595 eV

Record 4
Here is a gas-phase ion, C11H18N3O6 (charge -1) from the OMol25 dataset. Energies are from the ωB97M-V functional and the def2-TZVPD basis.

Structure (XYZ):
```
38
Properties=species:S:1:pos:R:3:forces:R:3:lowdin_charge:R:1
C -2.80417 0.84784 3.68664 0.3 0.6 -1.7 -0.04
N -2.61542 0.38929 2.28562 0.5 -0.1 0.9 0.05
C -1.46216 0.49646 1.60802 1.2 -0.2 -0.6 -0.43
O -0.40762 0.94656 2.07150 -0.2 0.0 0.3 0.00
C -1.40131 -0.02134 0.11537 -1.1 -0.6 0.2 -0.19
C -1.95415 0.98840 -0.88653 -0.9 0.8 0.0 -0.13
C -3.32475 1.65893 -0.53058 1.1 -1.0 0.7 -0.11
C -4.55457 0.76140 -0.39847 -2.3 0.5 -1.3 -0.71
O -5.57479 1.12984 -1.04645 1.1 0.1 0.2 -0.08
O -4.55740 -0.23174 0.36537 1.2 -0.5 0.9 -0.08
N -0.01307 -0.38679 -0.25220 0.4 0.5 1.3 0.11
C 0.41037 -1.14657 -1.28065 -0.5 0.4 -0.2 -0.43
O -0.34089 -1.63432 -2.11590 0.6 0.0 0.3 0.06
C 1.94933 -1.35337 -1.41821 0.2 0.3 -0.1 -0.14
C 2.41922 -0.97824 -2.84917 0.6 0.3 1.4 -0.19
O 3.79634 -1.29383 -3.04093 0.1 -0.6 0.5 -0.09
N 2.81357 -0.69925 -0.38168 -3.0 1.4 -0.7 0.12
C 4.04006 -1.05463 -0.07110 1.0 -0.9 0.0 -0.58
C 4.77854 -0.13951 0.83095 0.7 -0.2 1.5 0.00
O 4.55738 -2.08262 -0.48713 0.3 -0.6 -0.4 0.03
H -3.18915 1.86114 3.64325 0.1 0.4 0.2 0.08
H -1.87933 0.82680 4.23192 0.5 0.0 0.1 0.07
H -3.54926 0.29014 4.21203 -0.4 -0.8 0.0 0.07
H -3.43393 0.07450 1.77463 -0.6 -0.3 -0.7 0.08
H -2.06890 -0.90417 0.07617 0.5 0.2 -0.1 0.15
H -2.08043 0.48591 -1.84572 0.2 -0.1 0.0 0.11
H -1.22412 1.79698 -1.03991 0.0 -0.2 0.1 0.11
H -3.24988 2.18043 0.41476 0.3 0.1 0.5 0.10
H -3.51445 2.43231 -1.22670 -0.3 0.6 -1.0 0.09
H 0.68454 -0.02997 0.40342 -0.7 -0.2 -0.1 0.11
H 2.08586 -2.41373 -1.32193 0.2 -0.6 0.2 0.15
H 2.30861 0.09866 -2.92301 0.0 0.4 -0.2 0.12
H 1.77335 -1.41917 -3.58911 -0.1 -0.5 -0.2 0.11
H 4.16505 -1.82009 -2.27273 -0.7 0.6 -1.0 0.07
H 2.47636 0.17493 0.04300 0.3 -0.7 -0.6 0.15
H 5.06690 0.77643 0.32465 -0.2 0.2 0.0 0.09
H 5.70849 -0.65146 1.15007 -0.6 0.3 -0.2 0.09
H 4.16582 0.04386 1.74074 0.4 0.3 -0.6 0.10
```
Forces are in eV/Å.

Summary:
**Total charge**: -1
**Electronic energy**: -1045.80722 a.u.
**HOMO-LUMO gap**: 7.25 eV
**HOMO**: -4.708 eV
**SMILES**: CNC(=O)[C@@H](CCC(=O)[O-])NC(=O)[C@@H](CO)NC(C)=O
**Molar mass**: 288.28 g mol⁻¹
**Relative energy (zero: lowest compared OMol25 entry of this formula, charge and spin)**: 0.855 eV

Record 5
Here is C11H18N4O3S in the gas phase from the OMol25 dataset. Energies are from the ωB97M-V functional and the def2-TZVPD basis.

Structure (XYZ):
```
37
Properties=species:S:1:pos:R:3:forces:R:3:lowdin_charge:R:1
C 4.78888 -1.89696 -1.12969 -3.2 -4.3 -2.3 -0.59
S 5.52105 -0.92932 -0.04987 2.3 2.5 3.2 0.81
C 4.35350 0.40936 -0.08914 1.8 -0.6 3.9 -0.53
C 2.92439 -0.05087 0.03771 -3.2 -1.2 -0.2 -0.25
C 2.10899 1.24139 0.28039 -1.9 0.0 -1.5 -0.40
N 2.49350 1.99579 1.47656 -1.1 -0.2 4.7 -0.03
C 0.66590 0.72481 0.42188 0.5 2.3 -0.7 -0.51
O 0.22030 0.92111 1.50395 -2.2 -0.5 3.0 0.07
N -0.17300 0.37679 -0.57563 2.9 -1.6 -4.3 0.07
C -1.54208 0.53354 -0.56751 -2.3 2.2 -2.0 -0.25
C -2.20897 -0.12986 0.58852 1.8 -0.1 2.7 -0.15
C -3.46975 -0.75225 0.37419 -0.9 -0.8 -0.5 -0.31
C -3.98535 -1.91076 1.02927 -0.8 2.1 -3.2 -0.04
N -5.21971 -2.06231 0.37161 -1.6 0.2 0.0 -0.01
C -5.33032 -0.96795 -0.58038 0.2 0.1 -0.2 -0.12
N -4.23053 -0.13016 -0.66478 -3.0 -5.7 3.9 0.09
C -1.86396 2.12462 -0.69161 -2.8 -3.9 1.7 -0.50
O -1.11581 2.99913 -0.80196 3.1 2.3 -0.8 0.16
O -3.15446 2.36869 -0.49624 -0.6 1.0 0.0 0.11
H 3.68769 -2.16398 -0.89385 1.7 0.2 0.0 0.05
H 4.70650 -1.42421 -2.12127 0.6 -0.8 -0.2 0.05
H 5.34181 -2.86447 -0.96017 -0.5 0.6 -1.4 0.05
H 4.74963 0.93183 0.91356 -1.5 -0.5 -2.3 0.11
H 4.58433 1.03032 -0.92239 -0.4 0.7 -0.7 0.07
H 2.45922 -0.80950 0.90917 2.4 1.8 -1.7 0.19
H 2.43397 -0.68244 -0.93192 1.6 2.3 2.2 0.15
H 2.05959 1.92930 -0.63235 0.6 -0.7 1.2 0.17
H 1.68700 2.78530 1.98189 2.8 -3.5 -2.7 0.20
H 2.58522 1.21922 2.38456 -0.5 2.8 -3.5 0.16
H 0.08794 0.27949 -1.60287 0.8 0.4 2.4 0.19
H -1.91592 0.13222 -1.58053 0.2 0.3 1.6 0.18
H -2.27964 0.54601 1.49645 0.5 -0.7 -1.0 0.16
H -1.55341 -0.97720 0.82241 0.3 0.5 0.6 0.14
H -3.62285 -2.78995 1.57486 0.2 1.1 0.1 0.12
H -5.93245 -2.84573 0.82672 2.0 3.2 -2.4 0.23
H -6.16317 -0.73649 -1.28928 0.4 -1.0 1.2 0.12
H -3.69802 1.57550 -0.41224 -0.1 -0.5 -0.3 0.05
```
Forces are in eV/Å.

Summary:
**Total charge**: 0
**Electronic energy**: -1272.69966 a.u.
**HOMO-LUMO gap**: 8.47 eV
**HOMO**: -8.191 eV
**SMILES**: CSCC[C@H](N)C(=O)N[C@@H](Cc1c[nH]cn1)C(=O)O
**Molar mass**: 286.36 g mol⁻¹
**Relative energy (zero: lowest compared OMol25 entry of this formula, charge and spin)**: 6.447 eV

Record 6
Here is 2 unconnected molecules or ions with the total composition C11H18NO2P from the OMol25 dataset. Energies are from the ωB97M-V functional and the def2-TZVPD basis.

Structure (XYZ):
```
33
Properties=species:S:1:pos:R:3:forces:R:3:lowdin_charge:R:1
H -1.74696 -2.49546 0.18908 -0.1 0.6 0.1 0.10
N -1.83005 -1.46666 0.13682 2.3 -1.2 0.7 0.16
C -2.96212 -1.09353 -0.20557 -1.1 -0.9 -2.0 -0.39
C -4.05796 -2.12451 -0.45327 0.8 1.9 0.1 0.00
C -3.25185 0.33717 -0.37002 -0.6 0.3 2.1 -0.42
C -3.80414 0.73397 0.98594 1.5 -0.6 3.6 -0.08
C -2.19305 1.30629 -0.68629 4.3 -2.9 -0.9 -0.08
H -4.19660 -2.56708 0.47218 -0.5 -1.3 1.8 0.06
H -3.79888 -2.85002 -1.16608 0.6 -0.9 -1.0 0.07
H -4.96876 -1.67955 -0.72458 -1.3 0.7 -0.5 0.07
H -4.04681 0.54095 -1.03939 -0.9 -0.4 -1.0 0.13
H -4.08094 1.77627 0.91948 -0.8 0.1 0.4 0.07
H -4.55569 0.02120 1.43602 0.3 1.1 -0.8 0.09
H -2.93407 0.71995 1.85098 -1.8 0.0 -2.3 0.15
H -1.33028 1.40586 0.00331 -0.7 -0.5 0.2 0.09
H -1.65799 0.98273 -1.61394 -0.6 0.6 0.3 0.10
H -2.57045 2.23823 -0.73798 -1.4 3.2 -0.7 0.04
O 1.99445 -2.32830 -0.40800 0.8 -0.6 -0.3 -0.32
P 1.53424 -0.75724 -0.72589 0.1 0.0 -0.2 0.79
O 0.67801 -0.42477 0.57814 -1.1 -0.5 1.1 -0.32
C 2.93828 0.24781 -0.10464 -0.3 -0.9 -1.3 -0.37
C 3.24615 1.27952 -0.95819 4.3 0.4 3.9 -0.11
C 4.49200 1.91882 -0.67486 0.6 -0.1 -1.6 -0.10
C 5.29106 1.61246 0.42289 1.4 1.8 0.0 -0.12
C 4.87756 0.61595 1.29112 0.5 0.3 1.0 -0.11
C 3.76855 -0.11785 0.93374 0.1 -2.0 -0.2 -0.11
H 2.51344 -2.80913 -1.10456 -0.9 1.0 0.8 0.07
H -0.24919 -0.79730 0.63428 0.5 0.3 -0.7 0.00
H 2.55469 1.77253 -1.48575 -2.3 1.1 -3.0 0.05
H 5.00818 2.48305 -1.47880 -0.9 0.4 0.7 0.10
H 6.27484 2.25837 0.58978 -2.2 -1.7 -0.3 0.14
H 5.40299 0.43347 2.24959 -0.2 -0.2 -0.9 0.11
H 3.66138 -1.17318 1.24447 -0.3 0.9 0.8 0.11
```
Forces are in eV/Å.

Summary:
**Total charge**: 0
**Electronic energy**: -976.49289 a.u.
**HOMO-LUMO gap**: 8.93 eV
**HOMO**: -8.115 eV
**SMILES**: [H]/N=C(\C)C(C)C.OP(O)c1ccccc1
**Molar mass**: 227.24 g mol⁻¹
**Relative energy (zero: lowest compared OMol25 entry of this formula, charge and spin)**: 0.872 eV